A cluster of 3 separate species, C32H66BrCl2FIO11PS3 in total at a distorted geometry, computed with ωB97M-V/def2-TZVPD.

## Properties
- SMILES: CCCCCCCCCCCCCCC[C@](CCCCS(=O)(=O)Cl)(O[C@@H](F)P(O)Cl)[C@H](Br)OCC[C@H](C)I.CCOS(C)(=O)=O.CCOS(C)(=O)=O
- ΔE to the lowest compared entry with this formula, charge and spin: 0.0 kcal per mole
- Kohn-Sham gap: 9.48 eV
- Electronic energy: -204477.5198 eV

Bonds (Å) are listed after each position.
Atoms and positions in Å:
1 C 6.936 3.003 0.272  C2 1.543, H39 1.092, H40 1.094, H41 1.094
2 C 7.167 1.483 0.129  C1 1.543, C3 1.529, H42 1.098, H43 1.096
3 C 6.015 0.649 0.690  C2 1.529, C4 1.532, H44 1.100, H45 1.100
4 C 6.167 -0.868 0.542  C3 1.532, C5 1.543, H46 1.096, H47 1.094
5 C 6.445 -1.352 -0.896  C4 1.543, C6 1.533, H48 1.100, H49 1.101
6 C 5.748 -2.671 -1.249  C5 1.533, C7 1.549, H50 1.098, H51 1.098
7 C 6.103 -3.845 -0.303  C6 1.549, C8 1.541, H52 1.099, H53 1.097
8 C 4.922 -4.327 0.562  C7 1.541, C9 1.533, H54 1.098, H55 1.096
9 C 3.808 -4.977 -0.266  C8 1.533, C10 1.540, H56 1.095, H57 1.099
10 C 2.723 -5.709 0.545  C9 1.540, C11 1.547, H58 1.099, H59 1.097
11 C 2.189 -4.967 1.793  C10 1.547, C12 1.538, H60 1.094, H61 1.099
12 C 0.724 -4.524 1.643  C11 1.538, C13 1.539, H62 1.097, H63 1.101
13 C 0.622 -3.255 0.779  C12 1.539, C14 1.539, H64 1.089, H65 1.101
14 C -0.626 -3.119 -0.112  C13 1.539, C15 1.552, H66 1.089, H67 1.098
15 C -1.776 -2.272 0.495  C14 1.552, C16 1.530, H68 1.098, H69 1.098
16 C -2.312 -1.199 -0.455  C15 1.530, C17 1.532, O25 1.447, C31 1.550
17 C -1.310 -0.049 -0.609  C16 1.532, C18 1.532, H70 1.100, H71 1.096
18 C -1.696 1.069 -1.582  C17 1.532, C19 1.543, H72 1.100, H73 1.094
19 C -2.874 2.015 -1.265  C18 1.543, C20 1.539, H74 1.092, H75 1.097
20 C -2.851 2.718 0.105  C19 1.539, S21 1.772, H76 1.093, H77 1.097
21 S -2.142 4.338 -0.004  C20 1.772, O22 1.437, O23 1.450, Cl24 2.043
22 O -2.634 5.046 -1.154  S21 1.437
23 O -0.727 4.272 0.307  S21 1.450
24 Cl -3.063 5.176 1.616  S21 2.043
25 O -3.560 -0.624 -0.001  C16 1.447, C26 1.371
26 C -3.894 -0.672 1.328  O25 1.371, F27 1.389, P28 1.890, H78 1.100
27 F -2.867 -0.185 2.126  C26 1.389
28 P -5.419 0.443 1.391  C26 1.890, O29 1.633, Cl30 2.065
29 O -6.381 -0.659 2.118  P28 1.633, H79 0.950
30 Cl -4.964 1.623 3.024  P28 2.065
31 C -2.697 -1.740 -1.855  C16 1.550, Br32 1.972, O33 1.369, H80 1.099
32 Br -3.579 -3.502 -1.767  C31 1.972
33 O -1.600 -1.804 -2.672  C31 1.369, C34 1.416
34 C -1.844 -1.832 -4.067  O33 1.416, C35 1.520, H81 1.094, H82 1.099
35 C -0.557 -1.466 -4.788  C34 1.520, C36 1.527, H83 1.094, H84 1.102
36 C 0.747 -1.852 -4.094  C35 1.527, C37 1.532, I38 2.155, H85 1.097
37 C 1.968 -1.443 -4.925  C36 1.532, H86 1.094, H87 1.092, H88 1.098
38 I 0.782 -3.974 -3.720  C36 2.155
39 H 7.020 3.511 -0.691  C1 1.092
40 H 7.663 3.469 0.943  C1 1.094
41 H 5.939 3.214 0.670  C1 1.094
42 H 8.093 1.206 0.649  C2 1.098
43 H 7.321 1.236 -0.927  C2 1.096
44 H 5.071 0.970 0.227  C3 1.100
45 H 5.927 0.895 1.759  C3 1.100
46 H 6.973 -1.192 1.209  C4 1.096
47 H 5.242 -1.341 0.886  C4 1.094
48 H 7.529 -1.457 -1.053  C5 1.100
49 H 6.118 -0.573 -1.602  C5 1.101
50 H 6.018 -2.940 -2.279  C6 1.098
51 H 4.664 -2.499 -1.262  C6 1.098
52 H 6.483 -4.690 -0.894  C7 1.099
53 H 6.918 -3.525 0.359  C7 1.097
54 H 4.528 -3.448 1.090  C8 1.098
55 H 5.277 -5.040 1.314  C8 1.096
56 H 3.331 -4.226 -0.904  C9 1.095
57 H 4.276 -5.700 -0.949  C9 1.099
58 H 1.879 -5.883 -0.138  C10 1.099
59 H 3.089 -6.704 0.826  C10 1.097
60 H 2.315 -5.584 2.687  C11 1.094
61 H 2.781 -4.058 1.964  C11 1.099
62 H 0.137 -5.321 1.172  C12 1.097
63 H 0.313 -4.334 2.646  C12 1.101
64 H 0.731 -2.375 1.412  C13 1.089
65 H 1.495 -3.251 0.107  C13 1.101
66 H -0.314 -2.695 -1.065  C14 1.089
67 H -1.017 -4.126 -0.305  C14 1.098
68 H -1.424 -1.770 1.405  C15 1.098
69 H -2.590 -2.941 0.802  C15 1.098
70 H -1.073 0.325 0.398  C17 1.100
71 H -0.379 -0.483 -0.994  C17 1.096
72 H -0.796 1.686 -1.718  C18 1.100
73 H -1.909 0.630 -2.560  C18 1.094
74 H -3.836 1.510 -1.365  C19 1.092
75 H -2.873 2.789 -2.042  C19 1.097
76 H -2.257 2.215 0.873  C20 1.093
77 H -3.863 2.853 0.506  C20 1.097
78 H -4.113 -1.693 1.677  C26 1.100
79 H -6.861 -0.283 2.847  O29 0.950
80 H -3.495 -1.106 -2.266  C31 1.099
81 H -2.189 -2.830 -4.354  C34 1.094
82 H -2.631 -1.100 -4.292  C34 1.099
83 H -0.567 -1.909 -5.789  C35 1.094
84 H -0.528 -0.371 -4.897  C35 1.102
85 H 0.804 -1.375 -3.108  C36 1.097
86 H 2.846 -2.048 -4.684  C37 1.094
87 H 1.764 -1.517 -5.994  C37 1.092
88 H 2.236 -0.406 -4.683  C37 1.098
89 O 1.555 0.487 5.073  S90 1.431
90 S 0.176 0.630 4.720  O89 1.431, O91 1.433, O92 1.577, C95 1.756
91 O -0.229 0.311 3.383  S90 1.433
92 O -0.302 2.088 5.085  S90 1.577, C93 1.455
93 C 0.486 3.201 4.577  O92 1.455, C94 1.510, H96 1.091, H97 1.087
94 C 0.329 3.373 3.084  C93 1.510, H98 1.089, H99 1.089, H100 1.088
95 C -0.847 -0.239 5.853  S90 1.756, H101 1.086, H102 1.088, H103 1.087
96 H 1.528 3.058 4.865  C93 1.091
97 H 0.101 4.055 5.128  C93 1.087
98 H 0.759 2.531 2.544  C94 1.089
99 H 0.834 4.281 2.757  C94 1.089
100 H -0.721 3.448 2.810  C94 1.088
101 H -0.549 0.020 6.865  C95 1.086
102 H -0.686 -1.298 5.661  C95 1.088
103 H -1.882 0.031 5.660  C95 1.087
104 O -5.128 3.799 -0.745  S105 1.434
105 S -6.456 4.154 -1.152  O104 1.434, O106 1.430, O107 1.581, C110 1.757
106 O -6.851 3.933 -2.509  S105 1.430
107 O -6.717 5.660 -0.748  S105 1.581, C108 1.455
108 C -5.745 6.645 -1.196  O107 1.455, C109 1.513, H111 1.091, H112 1.087
109 C -5.853 6.967 -2.670  C108 1.513, H113 1.088, H114 1.090, H115 1.090
110 C -7.636 3.421 -0.078  S105 1.757, H116 1.087, H117 1.088, H118 1.086
111 H -4.747 6.296 -0.926  C108 1.091
112 H -5.972 7.516 -0.586  C108 1.087
113 H -5.585 6.113 -3.289  C109 1.088
114 H -5.175 7.789 -2.902  C109 1.090
115 H -6.870 7.264 -2.926  C109 1.090
116 H -7.336 3.606 0.950  C110 1.087
117 H -7.627 2.354 -0.292  C110 1.088
118 H -8.614 3.845 -0.287  C110 1.086

Atomic partial charges in e from the Mulliken method, atoms 1 to 6:
1 C -1.138
2 C -0.205
3 C -1.102
4 C 0.035
5 C -0.824
6 C -0.636